{
  "formula": "C5H7NOS",
  "method": "ωB97M-V with the def2-TZVPD basis set",
  "total_energy_ha": -722.85928,
  "homo_ha": -0.354,
  "smiles": "N#C[C@@H](CO)[C@H]1CS1",
  "spin_multiplicity": 1,
  "lumo_ev": 0.5000,
  "relative_energy_kj_mol": 154.4,
  "elements": ["C", "C", "C", "C", "C", "H", "H", "H", "H", "H", "H", "H", "N", "O", "S"],
  "xyz": [[-0.226, -1.405, 0.382], [-0.439, 0.069, 0.755], [-1.888, 0.347, 0.910], [0.275, 1.098, -0.166], [1.664, 0.996, -0.712], [-0.563, -1.325, -1.437], [0.874, -1.637, 0.261], [-0.584, -2.024, 1.192], [0.069, 0.272, 1.694], [-0.041, 2.090, 0.096], [2.205, 0.084, -0.465], [2.256, 1.901, -0.744], [-3.040, 0.508, 0.924], [-0.933, -1.836, -0.719], [0.370, 0.863, -1.972]]
}


{
  "formula": "C7H10",
  "method": "ωB97M-V with the def2-TZVPD basis set",
  "s2": 0.8231,
  "total_energy_ha": -272.34678,
  "homo_ha": [-0.506, -0.527],
  "total_charge": 1,
  "spin_multiplicity": 2,
  "lumo_ev": [-5.2743, -7.3321],
  "relative_energy_kj_mol": 54.7,
  "elements": ["C", "C", "C", "C", "C", "C", "C", "H", "H", "H", "H", "H", "H", "H", "H", "H", "H"],
  "xyz": [[-1.409, 1.110, 1.828], [-0.115, 0.492, 1.392], [0.609, -0.398, 2.156], [0.822, -0.253, -0.780], [0.247, 0.707, 0.030], [0.473, -1.350, -2.941], [0.571, -0.238, -2.184], [-1.450, 1.345, 2.887], [-2.279, 0.561, 1.480], [-1.464, 2.099, 1.363], [1.657, -0.568, 1.940], [0.157, -0.870, 3.019], [1.270, -1.198, -0.473], [-0.305, 1.458, -0.531], [-0.088, -1.373, -3.867], [1.062, -2.246, -2.757], [0.243, 0.723, -2.564]]
}


{
  "formula": "C18H48N2O5PSi4",
  "method": "ωB97M-V with the def2-TZVPD basis set",
  "total_energy_ha": -2699.71051,
  "homo_ha": -0.416,
  "total_charge": 1,
  "spin_multiplicity": 1,
  "lumo_ev": -3.5099,
  "elements": ["C", "P", "O", "C", "C", "O", "C", "O", "C", "N", "C", "N", "H", "H", "H", "H", "H", "H", "H", "H", "H", "H", "H", "H", "O", "Si", "C", "C", "C", "Si", "C", "C", "C", "H", "H", "H", "H", "H", "H", "H", "H", "H", "H", "H", "H", "H", "H", "H", "H", "H", "H", "O", "Si", "C", "C", "C", "Si", "C", "C", "C", "H", "H", "H", "H", "H", "H", "H", "H", "H", "H", "H", "H", "H", "H", "H", "H", "H", "H"],
  "xyz": [[1.277, -4.815, -4.037], [-0.110, -3.944, -3.248], [-0.416, -2.825, -4.406], [-1.503, -5.217, -3.509], [-2.167, -5.171, -4.909], [-3.583, -5.330, -4.903], [-4.143, -4.463, -3.985], [-5.529, -4.398, -4.269], [-6.057, -3.252, -3.990], [-6.521, -2.231, -3.743], [-3.934, -5.057, -2.604], [-2.457, -5.000, -2.325], [1.142, -5.898, -4.004], [1.416, -4.480, -5.067], [2.176, -4.560, -3.470], [-0.855, -2.040, -4.055], [-1.043, -6.194, -3.347], [-1.774, -5.999, -5.498], [-1.912, -4.237, -5.417], [-3.691, -3.460, -4.073], [-4.231, -6.107, -2.632], [-4.478, -4.532, -1.818], [-2.206, -4.105, -1.886], [-2.241, -5.702, -1.616], [2.907, -0.890, 1.117], [4.022, 0.254, 1.558], [4.475, 1.291, 0.072], [5.550, -0.577, 2.232], [3.241, 1.327, 2.859], [2.693, -2.157, 0.109], [0.977, -2.845, 0.377], [3.944, -3.502, 0.445], [2.846, -1.593, -1.672], [5.012, 0.710, -0.681], [5.124, 2.116, 0.376], [3.589, 1.720, -0.401], [5.304, -1.260, 3.047], [6.242, 0.173, 2.621], [6.076, -1.146, 1.463], [2.955, 0.747, 3.739], [2.344, 1.815, 2.474], [3.940, 2.104, 3.176], [0.843, -3.188, 1.405], [0.812, -3.691, -0.293], [0.215, -2.088, 0.170], [4.957, -3.170, 0.210], [3.736, -4.388, -0.160], [3.925, -3.800, 1.495], [3.862, -1.267, -1.900], [2.173, -0.758, -1.880], [2.600, -2.406, -2.362], [-2.061, 4.518, 2.658], [-2.733, 6.026, 2.696], [-2.413, 6.902, 1.077], [-1.995, 7.016, 4.097], [-4.567, 5.838, 2.955], [-0.610, 3.768, 2.485], [-0.892, 1.926, 2.588], [0.566, 4.301, 3.834], [0.135, 4.179, 0.818], [-1.350, 7.110, 0.935], [-2.944, 7.856, 1.055], [-2.756, 6.306, 0.229], [-2.090, 6.487, 5.048], [-2.509, 7.975, 4.193], [-0.936, 7.222, 3.931], [-4.787, 5.329, 3.895], [-5.028, 5.267, 2.147], [-5.039, 6.823, 2.985], [-1.317, 1.644, 3.554], [0.054, 1.391, 2.467], [-1.576, 1.586, 1.807], [0.819, 5.360, 3.748], [1.495, 3.730, 3.782], [0.128, 4.141, 4.822], [0.393, 5.237, 0.746], [-0.559, 3.947, 0.007], [1.050, 3.602, 0.658]]
}


Please write out number 2 again, unchanged.
{
  "formula": "C7H10",
  "method": "ωB97M-V with the def2-TZVPD basis set",
  "s2": 0.8231,
  "total_energy_ha": -272.34678,
  "homo_ha": [-0.506, -0.527],
  "total_charge": 1,
  "spin_multiplicity": 2,
  "lumo_ev": [-5.2743, -7.3321],
  "relative_energy_kj_mol": 54.7,
  "elements": ["C", "C", "C", "C", "C", "C", "C", "H", "H", "H", "H", "H", "H", "H", "H", "H", "H"],
  "xyz": [[-1.409, 1.110, 1.828], [-0.115, 0.492, 1.392], [0.609, -0.398, 2.156], [0.822, -0.253, -0.780], [0.247, 0.707, 0.030], [0.473, -1.350, -2.941], [0.571, -0.238, -2.184], [-1.450, 1.345, 2.887], [-2.279, 0.561, 1.480], [-1.464, 2.099, 1.363], [1.657, -0.568, 1.940], [0.157, -0.870, 3.019], [1.270, -1.198, -0.473], [-0.305, 1.458, -0.531], [-0.088, -1.373, -3.867], [1.062, -2.246, -2.757], [0.243, 0.723, -2.564]]
}